Computed, not measured: a structure of composition C11H14CoN4OS3, with wB97M-V/def2-TZVPD.

The orbital gap (alpha / beta) is 4.87 / 5.99 eV. The expectation value of S² is 4.062. The charge is -2. As for the LUMO energy (alpha / beta): 5.0 / 5.0 eV. The multiplicity is 4.

Element x y z (Å)
Co: -0.18 0.79 -0.56
S: 0.74 -0.55 1.49
C: 2.16 0.36 1.18
S: 2.12 1.39 -0.20
C: 3.32 0.24 1.98
C: 3.39 -0.65 3.09
N: 3.50 -1.37 4.00
C: 4.51 0.98 1.72
N: 5.49 1.56 1.56
C: 1.63 -1.83 -2.27
N: 0.39 -1.90 -1.56
C: -0.10 -3.13 -1.02
C: -1.34 -2.68 -0.26
N: -1.76 -1.52 -1.05
C: -0.57 -0.89 -1.55
S: -0.67 0.39 -2.76
H: 2.42 -2.30 -1.68
H: 1.90 -0.78 -2.42
H: 1.58 -2.33 -3.25
H: 0.64 -3.58 -0.35
H: -0.34 -3.87 -1.81
H: -1.08 -2.41 0.76
H: -2.12 -3.44 -0.25
H: -2.33 -0.85 -0.54
C: -3.57 2.73 -0.26
O: -2.84 1.69 0.36
C: -1.43 1.91 0.47
C: -1.11 3.03 1.42
H: -2.92 3.57 -0.53
H: -4.36 3.10 0.40
H: -4.03 2.35 -1.18
H: -1.98 3.67 1.65
H: -0.31 3.67 1.03
H: -0.73 2.63 2.38

=====

Computed, not measured: a structure of composition C27H35N2OP2SbTi, with wB97M-V/def2-TZVPD.

The orbital gap (alpha / beta) is 7.31 / 5.38 eV. The expectation value of S² is 2.036. The charge is +2. As for the LUMO energy (alpha / beta): -6.3 / -8.2 eV. The multiplicity is 3.

Element x y z (Å)
Ti: -0.94 -1.29 -0.18
P: 1.34 -2.38 -0.34
P: -1.96 -0.62 2.16
N: -0.83 -1.48 -2.08
N: -2.47 0.01 -0.67
H: -1.89 -0.93 -3.75
H: -2.44 1.41 -2.29
H: -0.76 0.29 -3.29
C: -1.45 -0.45 -2.87
H: -3.48 -0.01 -2.51
C: -2.52 0.33 -2.09
H: 0.36 -2.05 -3.75
H: -4.33 0.91 -0.31
C: -0.10 -2.51 -2.85
C: -3.46 0.42 0.15
H: 1.90 -3.03 -2.55
C: 0.98 -3.20 -1.96
H: 0.81 -4.29 -1.85
H: -2.56 -1.60 2.98
H: -1.62 0.34 3.16
H: 1.65 -3.50 0.47
H: 2.65 -1.93 -0.67
O: -1.68 -3.10 0.39
C: -2.43 -4.03 0.02
C: -1.80 -5.30 -0.39
C: -3.78 -3.72 -0.47
H: -0.69 -3.26 -3.32
H: -0.85 -5.09 -0.89
H: -1.59 -6.05 0.38
H: -2.49 -5.78 -1.08
H: -3.86 -2.63 -0.69
H: -3.95 -4.39 -1.32
H: -4.62 -3.92 0.23
C: -3.42 0.18 1.51
H: -4.25 0.49 2.14
C: 5.82 2.01 -0.47
C: 5.48 0.89 0.30
C: 4.12 0.58 0.53
C: 3.12 1.39 -0.02
C: 3.46 2.52 -0.77
C: 4.81 2.82 -1.00
Sb: 0.99 0.85 0.34
C: 1.13 0.96 2.53
C: 1.45 -0.21 3.23
C: 1.54 -0.18 4.63
C: 1.28 1.01 5.32
C: 0.97 2.18 4.61
C: 0.91 2.16 3.21
C: -0.11 2.50 -0.59
C: -0.96 3.31 0.16
C: -1.58 4.41 -0.46
C: -1.39 4.66 -1.83
C: -0.59 3.80 -2.58
C: 0.06 2.72 -1.96
H: 6.88 2.25 -0.65
H: 6.26 0.26 0.72
H: 3.87 -0.30 1.13
H: 2.68 3.17 -1.18
H: 5.07 3.70 -1.60
H: 1.64 -1.15 2.70
H: 1.79 -1.09 5.18
H: 1.32 1.03 6.42
H: 0.76 3.11 5.15
H: 0.70 3.08 2.66
H: -1.14 3.11 1.21
H: -2.20 5.08 0.13
H: -1.87 5.52 -2.30
H: -0.44 3.97 -3.64
H: 0.71 2.06 -2.56

=====

Computed, not measured: a structure of composition C4H6O2, with wB97M-V/def2-TZVPD.

The orbital gap is 11.27 eV. The charge is 0. As for the energy above the lowest of the compared OMol25 structures with the same formula, charge and spin: 147.2 kJ/mol. As for the LUMO energy: 0.8 eV. The multiplicity is 1.

Element x y z (Å)
C: 1.23 -0.71 -0.19
C: 0.03 -0.04 0.49
C: -0.48 1.35 0.00
C: -1.28 -0.50 0.08
H: 1.30 -0.32 -1.33
H: 2.32 -0.57 0.23
H: 0.91 -1.84 -0.24
H: 0.20 -0.19 1.52
H: -0.44 2.17 0.66
H: -0.16 1.56 -1.01
O: -1.80 0.70 -0.18
O: -1.83 -1.61 -0.02

=====

Computed, not measured: an isolated molecule of C4H3NOS, with wB97M-V/def2-TZVPD.

The orbital gap is 7.86 eV. The charge is 0. As for the SMILES: S=c1nccco1. As for the energy above the lowest of the compared OMol25 structures with the same formula, charge and spin: 109.7 kJ/mol. As for the LUMO energy: -0.8 eV. The multiplicity is 1.

Element x y z (Å)
S: 3.11 -0.03 -0.06
C: 1.52 0.14 0.05
N: 0.82 1.29 0.15
C: -0.49 1.08 0.04
C: -1.19 -0.02 -0.08
C: -0.46 -1.10 -0.09
O: 0.83 -1.09 0.25
H: -0.98 2.01 -0.02
H: -2.23 -0.12 -0.24
H: -0.93 -2.15 0.01

=====

Computed, not measured: a cluster of 9 separate species, C5H28NO8 in total, with wB97M-V/def2-TZVPD.

The orbital gap is 10.78 eV. The charge is +1. As for the energy above the lowest of the compared OMol25 structures with the same formula, charge and spin: 64.1 kJ/mol. As for the LUMO energy: -2.4 eV. The multiplicity is 1.

Element x y z (Å)
C: -0.98 -0.91 -1.90
C: 0.51 -0.66 -2.23
C: 1.37 -1.14 -1.12
C: 2.84 -0.75 -1.24
C: 3.48 0.13 -0.49
N: 0.61 0.86 -2.44
H: -1.60 -0.07 -1.59
H: -1.55 -1.37 -2.71
H: -1.08 -1.61 -1.07
H: 0.57 -1.11 -3.22
H: 1.43 -2.23 -1.32
H: 0.96 -1.09 -0.12
H: 3.44 -1.37 -1.89
H: 4.55 0.29 -0.58
H: 3.04 0.80 0.25
H: 1.56 1.25 -2.44
H: 0.08 1.44 -1.72
H: 0.27 1.02 -3.38
H: -1.58 2.00 -0.10
H: -0.28 2.99 -0.01
O: -0.70 2.25 -0.47
H: -2.99 0.67 1.40
H: -1.48 0.07 1.11
O: -2.32 0.42 0.75
H: -3.89 -1.26 1.75
H: -3.00 -2.09 0.98
O: -3.38 -2.07 1.86
H: -0.55 -2.40 3.27
H: -1.99 -1.95 2.89
O: -1.15 -1.68 3.32
H: -0.23 0.19 3.19
H: 1.31 0.59 3.16
O: 0.50 0.62 2.67
H: -1.51 -4.61 -1.24
H: 0.08 -4.88 -1.27
O: -0.63 -4.23 -1.14
H: 2.61 3.64 -1.37
H: 1.66 2.93 -0.45
O: 1.70 3.33 -1.31
H: -0.25 4.03 2.43
H: 0.01 2.43 2.28
O: 0.09 3.32 1.87

=====

Computed, not measured: a structure of composition C23H17ClIN7O2S2SeTi, with wB97M-V/def2-TZVPD.

The orbital gap (alpha / beta) is 6.53 / 6.55 eV. The expectation value of S² is 0.754. The charge is -1. As for the energy above the lowest of the compared OMol25 structures with the same formula, charge and spin: 85.4 kJ/mol. As for the LUMO energy (alpha / beta): 2.0 / 2.0 eV. The multiplicity is 2.

Element x y z (Å)
Ti: -0.18 -0.45 0.13
C: -1.96 -3.22 -2.83
C: -1.43 -2.02 -2.11
N: -1.69 -1.72 -0.89
N: -2.49 -2.57 -0.19
C: -3.24 -1.96 0.71
N: -3.88 -2.80 1.57
S: -3.50 -0.29 0.87
C: -0.52 -1.11 -2.83
C: -0.28 -1.22 -4.20
C: 0.57 -0.31 -4.80
C: 1.18 0.67 -4.03
C: 0.92 0.70 -2.67
N: 0.09 -0.16 -2.09
H: -2.73 -3.69 -2.22
H: -2.38 -2.96 -3.80
H: -1.15 -3.93 -2.99
H: -3.85 -3.79 1.35
H: -4.67 -2.44 2.07
H: -0.74 -2.00 -4.77
H: 0.78 -0.39 -5.86
H: 1.88 1.38 -4.46
H: 1.41 1.42 -2.02
Cl: 1.40 6.35 0.51
C: 1.42 4.61 0.59
C: 2.54 3.97 1.05
C: 2.59 2.57 1.11
I: 4.28 1.63 1.84
C: 1.52 1.78 0.71
O: 1.51 0.49 0.72
C: 0.35 2.48 0.25
N: -0.71 1.69 -0.09
C: -1.82 2.24 -0.52
C: -1.97 3.64 -0.63
C: -0.93 4.45 -0.28
C: 0.28 3.88 0.18
H: 3.40 4.54 1.36
H: -2.63 1.56 -0.76
H: -2.91 4.04 -0.98
H: -1.01 5.52 -0.34
O: -0.29 -1.60 1.71
N: 0.44 -1.43 2.82
C: 1.29 -2.44 3.12
C: 2.02 -2.42 4.27
C: 1.86 -1.32 5.13
C: 1.01 -0.31 4.80
C: 0.27 -0.30 3.58
S: -0.73 0.94 3.08
H: 1.32 -3.21 2.37
H: 2.71 -3.23 4.49
H: 2.42 -1.26 6.06
H: 0.88 0.56 5.43
Se: 1.60 -2.57 -0.50
C: 2.55 -2.14 -2.02
N: 3.14 -1.87 -2.98

=====

The evaluated F_max for the records listed, in turn: 0.0129 0.0450 0.0990 0.1356 0.0586 0.0157 hartree/bohr.